(1)
14
Properties=species:S:1:pos:R:3:forces:R:3 method="wB97M-V/def2-TZVPD" relative_energy_kcal_mol=3.6 homo_energy_ev=-2.62 charge=-1 homo_lumo_gap_ev=6.25
C -0.2223 -0.7281 0.6196 0.22 0.15 -0.34
O 0.8144 -1.6178 0.2877 0.27 -0.12 0.48
C 0.3498 0.6334 0.9925 -0.27 -0.43 0.36
N -0.7262 1.5001 1.4504 -0.32 0.50 0.09
H -0.8973 -0.5873 -0.2281 -0.10 -0.11 0.03
H -0.7908 -1.1330 1.4668 -0.08 0.01 0.06
H 1.1217 0.4924 1.7576 0.22 -0.03 -0.12
H 0.7768 1.0666 0.1002 0.29 0.13 -0.22
H -1.1462 1.1487 2.3001 -0.01 -0.16 0.07
H -0.3807 2.4259 1.6721 0.01 -0.01 -0.07
S -0.0502 -1.8778 -2.7432 0.09 0.03 -0.04
S 0.5423 0.1234 -2.9480 -0.03 -0.16 -0.03
H 0.7325 -1.8709 -0.6538 -0.28 0.11 -0.27
H -0.1237 0.4244 -4.0738 -0.01 0.10 0.00

(2)
23
Properties=species:S:1:pos:R:3:forces:R:3 method="wB97M-V/def2-TZVPD" relative_energy_kcal_mol=78.8 homo_energy_ev=-9.42 smiles="CN(C)N=O.CC(C)O" homo_lumo_gap_ev=10.21
C 1.5489 0.2711 0.1248 -0.89 -0.08 -0.16
C 1.9156 -0.6890 1.2533 -0.25 0.41 -0.12
C 1.7099 -0.3978 -1.2376 -0.19 0.15 0.20
O 2.2871 1.4779 0.1855 0.31 0.29 0.17
H 3.2245 1.2606 0.2523 -0.05 0.01 -0.04
H 0.4793 0.6085 0.2338 1.06 -0.38 -0.01
H 2.9406 -1.0401 1.1340 0.10 -0.07 -0.05
H 1.0302 -1.2432 -1.3133 0.03 -0.13 -0.07
H 1.8341 -0.1898 2.2170 -0.02 0.01 0.08
H 1.2450 -1.5439 1.2412 0.01 -0.14 0.03
H 1.4809 0.3065 -2.0352 0.00 0.06 -0.05
H 2.7327 -0.7497 -1.3707 0.11 -0.05 -0.01
C -2.0568 0.3404 -1.2837 0.35 -0.29 -0.25
C -2.3482 0.7594 1.1412 0.24 0.26 0.55
N -1.8147 -0.0541 0.0855 -0.25 -1.23 -0.29
N -1.3841 -1.2804 0.4387 -0.16 0.06 -0.33
O -1.0572 -2.0509 -0.4542 -0.40 1.03 0.47
H -1.5024 1.2522 -1.5121 -0.02 0.01 -0.01
H -3.3792 1.0693 0.9576 0.02 -0.16 -0.20
H -1.7057 -0.4691 -1.9259 -0.04 0.14 0.02
H -3.1211 0.5077 -1.4551 -0.01 0.01 0.05
H -2.3202 0.1945 2.0719 0.09 0.00 -0.06
H -1.7393 1.6597 1.2512 -0.05 0.05 0.07

(3)
19
Properties=species:S:1:pos:R:3:forces:R:3 method="wB97M-V/def2-TZVPD" relative_energy_kcal_mol=118.2 homo_energy_ev=-7.26 homo_lumo_gap_ev=7.33
C -1.2420 1.7977 2.6473 -0.74 -1.81 1.66
C -0.9481 0.4958 1.9150 -1.09 -0.11 -1.94
C -0.9799 0.3787 0.5436 -1.76 0.11 1.15
C -0.0384 -0.1075 -0.4268 -0.13 -1.61 -1.96
C -0.1877 -0.4504 -1.7676 0.49 1.52 0.76
C -1.0010 -1.4421 -2.5548 0.38 -0.40 -0.39
H -2.2455 1.9431 3.1062 0.24 -0.19 -0.71
H -0.9083 2.6949 2.1839 0.12 0.47 -0.77
H -0.6351 1.6596 3.5447 0.22 0.42 0.14
H -0.8562 -0.4505 2.4606 1.20 0.68 0.27
H -1.7569 0.9117 -0.0451 0.69 0.67 0.83
H 0.9657 0.1244 -0.1318 0.46 0.92 -0.24
H 0.3327 0.2820 -2.4206 0.96 -1.22 0.28
H -1.9687 -1.0281 -3.0283 1.21 -1.07 0.94
H -0.2905 -1.7335 -3.3911 -1.08 0.52 0.54
H -0.9956 -2.4096 -1.9679 -1.13 1.14 -0.54
H 4.2157 -0.2695 -0.8324 -2.92 -1.14 2.95
H 2.8633 -1.1177 -0.7222 0.93 0.92 1.21
O 3.4578 -0.5801 -0.1120 1.94 0.21 -4.18

(4)
92
Properties=species:S:1:pos:R:3:forces:R:3 method="wB97M-V/def2-TZVPD" homo_energy_ev=-4.37 homo_lumo_gap_ev=2.24
C -2.0130 -4.6566 4.0605 -0.71 3.68 -2.44
C -2.3182 -3.4564 3.1965 1.02 -3.04 2.18
C -2.3958 -3.5390 1.5623 -1.60 -2.14 0.77
N -1.7690 -2.3855 0.8204 2.56 -0.11 1.26
C -2.6861 -1.6442 -0.1674 -1.37 0.43 -0.80
C -3.2856 -2.6504 -1.3385 -0.27 -0.79 -0.83
C -2.9859 -2.1190 -2.8676 0.16 0.03 0.02
O -4.7706 -2.7951 -1.2400 1.64 0.45 1.57
C -0.4652 -2.0782 1.0774 2.41 1.92 -0.51
N 0.6121 -2.5691 1.9747 -2.40 -1.10 -1.62
C 0.9033 -3.9945 2.2119 1.23 -2.36 1.74
C 2.1847 -4.6319 1.3577 0.27 -0.97 0.70
C 2.5953 -6.0293 2.1811 -2.03 -5.98 0.25
O 1.9115 -7.1918 2.0373 4.36 8.03 0.83
O 3.7476 -6.0978 3.1323 -2.83 1.85 -2.66
C 1.4036 -1.4570 2.5932 -1.52 1.16 1.25
C 2.9888 -1.5823 2.9411 3.17 0.39 0.83
F 3.4285 -0.4297 3.8158 -1.82 -3.94 -3.15
F 3.9150 -1.5745 1.7872 -2.98 -0.20 3.55
F 3.3580 -2.7906 3.7583 -1.32 3.53 -2.67
C 0.8528 -0.2109 1.6427 0.31 0.35 -1.49
C 1.8739 0.8453 0.9636 0.84 1.45 -0.42
C 2.3193 2.1547 1.8178 1.95 4.40 1.59
C 2.2293 2.4420 3.4183 0.97 1.48 -1.49
C 2.7634 3.7934 4.1885 0.96 0.33 -4.37
C 3.4658 4.9840 3.3011 -2.01 -4.58 -1.41
C 3.5802 4.7600 1.6579 -1.03 -1.81 2.03
C 4.2718 6.0211 0.8264 -0.63 -0.75 0.26
C 3.0234 3.3800 0.9173 0.00 0.99 4.08
B -0.5402 0.5376 2.2138 -1.10 1.66 1.00
O -1.3035 0.0506 3.3928 2.53 1.54 -0.71
C -1.1635 1.9160 1.4889 0.21 0.58 -0.46
C -2.5995 1.6672 0.7401 -0.28 -0.17 -0.40
N 0.2263 -0.8775 0.3969 -1.56 -2.06 2.07
C 1.1596 -1.4687 -0.6194 0.20 -1.08 -2.35
C 1.2499 -0.6265 -2.0480 1.18 2.42 -2.99
C 2.7472 -0.3914 -2.6696 -3.46 1.91 -2.10
C 2.9082 0.4888 -4.0618 -3.06 -0.34 0.72
C 1.6352 1.1339 -4.9026 -1.17 -2.70 4.40
C 0.1273 0.8781 -4.2818 3.78 -1.34 1.72
C -0.0220 0.0188 -2.8552 2.97 0.64 -1.47
H -1.7411 -4.4935 5.1895 -1.06 -0.30 -2.38
H -2.0074 -5.7579 3.6598 0.28 2.45 0.59
H -2.5632 -2.3991 3.6861 0.95 -2.44 -1.16
H -1.9373 -4.5608 1.1493 -0.93 2.26 1.06
H -3.5522 -3.6012 1.2707 2.65 0.42 0.46
H -3.6315 -1.2854 0.4667 2.24 -0.71 -1.25
H -2.1823 -0.7097 -0.6600 -0.65 -2.02 1.31
H -2.8458 -3.7518 -1.2312 -0.59 2.38 -0.10
H -1.8216 -2.2180 -3.0864 -2.49 0.43 0.52
H -3.3782 -1.0069 -3.0541 1.02 -2.40 0.62
H -3.5309 -2.7833 -3.6631 0.94 1.10 1.80
H -5.0555 -2.8706 -0.2795 0.65 0.09 -1.75
H 1.2194 -4.1248 3.3562 -0.84 0.38 -2.40
H 0.0342 -4.7690 2.0493 1.45 2.09 0.22
H 1.8566 -4.9524 0.2579 0.91 0.73 2.51
H 3.1434 -3.9675 1.3849 -1.96 -1.02 -0.29
H 4.1623 -5.1934 3.2504 -0.78 -1.23 -0.39
H 0.9091 -1.3023 3.6701 1.35 -0.21 -2.12
H 1.3168 1.2675 -0.0063 1.13 -1.00 2.23
H 2.8826 0.3775 0.5285 -2.31 0.70 1.20
H 1.7658 1.5944 4.1080 1.07 1.94 -1.60
H 2.7093 3.9463 5.3705 -0.04 -0.66 -2.97
H 3.8566 5.9268 3.8733 -0.79 -1.93 -1.52
H 3.7830 6.0462 -0.2386 1.01 0.10 2.07
H 4.0300 7.0245 1.4150 0.55 -2.24 -1.37
H 5.4442 5.8983 0.7073 -2.54 0.14 0.37
H 3.1676 3.3020 -0.2530 -0.44 0.08 2.69
H -1.1390 0.7252 4.1322 -0.71 -1.27 -1.52
H -1.3317 2.7482 2.3140 0.44 -1.75 -1.50
H -0.4384 2.3790 0.6923 -1.31 -0.81 1.66
H -2.4397 1.4453 -0.4205 -0.29 0.40 2.59
H -3.3081 2.6124 0.7854 1.57 -2.02 0.06
H -3.1311 0.7508 1.2503 0.77 1.91 -1.06
H 0.7099 -2.5319 -0.9240 0.92 2.13 0.66
H 2.2185 -1.6874 -0.1733 -1.84 0.57 -0.94
H 3.6977 -0.8117 -2.1231 -2.08 0.94 -1.25
H 3.9772 0.6785 -4.5268 -2.37 -0.56 1.26
H 1.7340 1.7533 -5.8963 -0.02 -1.43 2.29
H -0.8127 1.3235 -4.8627 1.65 -0.83 1.36
H -1.1185 -0.0906 -2.4559 2.49 0.20 -0.78
C -4.1403 3.8907 -4.3923 -0.32 0.81 0.65
C -2.8980 3.9176 -5.2979 -1.87 0.02 -1.00
C -3.0950 4.9719 -6.4001 -0.02 1.03 0.15
O -2.7948 2.7360 -5.8810 1.52 -2.11 -0.12
H -5.0573 3.6445 -4.9437 0.32 -0.06 -0.13
H -4.0296 3.1597 -3.5812 0.14 -0.03 -0.18
H -4.2938 4.8719 -3.9276 -0.16 0.15 0.22
H -2.0764 4.2905 -4.6699 0.77 0.00 0.41
H -3.9731 4.7663 -7.0265 0.14 -0.25 0.21
H -2.2196 5.0328 -7.0589 -0.08 -0.20 0.16
H -3.2378 5.9644 -5.9561 -0.02 0.28 -0.07

(5)
16
Properties=species:S:1:pos:R:3:forces:R:3 method="wB97M-V/def2-TZVPD" relative_energy_kcal_mol=80.1 homo_energy_ev=-8.32 smiles="C=C1C=CSCOC1" homo_lumo_gap_ev=8.93
C -2.7084 -0.4770 -1.0049 2.23 -3.31 4.60
C -1.4791 -0.3331 -0.3706 -2.33 2.45 -2.55
C -0.8212 -0.9757 0.8507 2.09 2.50 -0.87
C 1.3235 0.0815 1.3781 3.33 -0.80 0.45
C 0.5484 1.0727 -0.9265 -0.28 0.01 -1.82
C -0.8127 0.9138 -0.9677 4.43 -2.17 2.10
H -3.0060 0.2959 -1.5999 -0.86 1.51 -1.86
H -3.4201 -1.2845 -0.6869 0.66 0.86 -0.61
H -1.5323 -1.2554 1.5697 -0.88 -0.47 0.94
H -0.0624 -1.7071 0.6636 -0.27 -1.06 -0.57
H 1.7815 -0.8050 2.0691 -0.43 2.17 -1.63
H 1.7908 1.1330 1.5170 -1.04 -1.83 0.83
H 0.9771 1.9228 -1.5427 -0.40 -0.98 1.11
H -1.2094 1.7732 -1.4113 -1.81 0.66 -0.58
O 0.0046 0.1111 1.4687 -4.04 -0.01 1.17
S 1.7713 -0.1659 -0.3802 -0.40 0.47 -0.73

(6)
70
Properties=species:S:1:pos:R:3:forces:R:3 method="wB97M-V/def2-TZVPD" relative_energy_kcal_mol=25.5 homo_energy_ev="-3.12 / -3.12" charge=-1 homo_lumo_gap_ev="5.60 / 5.60"
Pt -0.0602 0.3913 0.4367 0.98 -0.31 0.33
C 2.0438 -2.0270 0.7275 0.16 -0.17 0.04
N 0.8129 -1.8384 1.4866 -0.18 0.21 -0.39
C -0.0493 -2.9981 1.2842 -0.08 -0.06 -0.06
C 1.0684 -1.6644 2.9121 0.01 0.21 0.14
C 1.9080 -0.4347 3.2374 -0.09 -0.13 -0.20
N 1.3286 0.7855 2.7133 0.17 0.38 0.10
C 0.2246 1.2658 3.5340 0.00 -0.06 0.00
C 2.3290 1.8342 2.5763 -0.02 -0.06 -0.04
H 2.6431 -2.8670 1.1244 -0.05 0.02 0.07
H 2.6458 -1.1212 0.7196 -0.02 0.00 -0.04
H 1.7767 -2.2456 -0.3007 -0.03 0.11 0.11
H 0.4573 -3.9336 1.5737 0.02 0.04 0.04
H -0.3379 -3.0644 0.2361 0.04 -0.01 0.00
H -0.9603 -2.8977 1.8744 0.01 0.03 0.00
H 1.5958 -2.5436 3.3233 -0.06 -0.04 -0.07
H 0.1009 -1.6011 3.4151 0.00 0.00 -0.01
H 2.8997 -0.5526 2.7974 0.01 -0.01 0.03
H 2.0444 -0.3794 4.3320 0.02 -0.02 0.00
H 0.5684 1.5363 4.5494 0.02 -0.03 0.00
H -0.5489 0.5034 3.6063 -0.02 0.02 0.00
H -0.2174 2.1401 3.0593 -0.03 -0.01 0.02
H 2.7596 2.1256 3.5505 -0.01 0.02 -0.01
H 1.8650 2.7084 2.1199 0.02 0.03 0.04
H 3.1346 1.4967 1.9235 -0.02 -0.01 -0.02
C -3.4615 0.9168 -0.2449 0.09 -0.30 0.07
Si -2.2930 -0.3846 0.5585 -0.85 1.78 0.15
C -3.1999 -0.6456 2.2456 0.32 -0.13 -0.21
C -2.7378 -1.9714 -0.4199 0.57 -0.03 0.08
C -2.2998 -2.0946 -1.7426 0.02 0.17 -0.01
C -2.5120 -3.2505 -2.4777 -0.09 -0.10 -0.05
C -3.1836 -4.3245 -1.9064 0.04 0.02 0.04
C -3.6461 -4.2197 -0.6018 -0.05 -0.06 -0.07
C -3.4161 -3.0613 0.1291 -0.08 0.08 0.10
H -4.5043 0.5809 -0.2478 -0.01 0.00 -0.03
H -3.1573 1.1193 -1.2745 0.01 0.01 0.00
H -3.4051 1.8586 0.3075 0.04 0.01 0.01
H -4.2661 -0.8097 2.0603 -0.01 -0.03 0.01
H -3.1032 0.2495 2.8641 0.05 0.03 -0.04
H -2.8241 -1.4938 2.8277 0.00 0.01 0.03
H -1.7577 -1.2696 -2.1941 0.07 -0.05 -0.01
H -2.1493 -3.3198 -3.4966 0.03 0.02 0.01
H -3.3337 -5.2398 -2.4668 -0.04 0.02 -0.02
H -4.1897 -5.0450 -0.1550 0.03 0.00 0.03
H -3.7796 -3.0118 1.1507 0.03 0.01 0.00
O -0.5095 2.7775 -1.2985 0.01 0.24 -0.13
B -0.2468 2.4011 0.0447 -2.03 -1.62 -0.61
O -0.4625 3.5626 0.8387 0.49 -0.37 0.55
C -0.8351 4.5668 0.0004 0.06 0.17 -0.43
C -1.1287 5.8827 0.2820 0.07 -0.11 0.16
C -1.4654 6.7051 -0.7942 -0.05 0.08 -0.02
C -1.5033 6.2173 -2.0932 -0.02 0.01 0.00
C -1.2017 4.8848 -2.3733 0.05 -0.10 -0.01
C -0.8660 4.0801 -1.3067 0.08 0.14 0.25
H -1.0919 6.2645 1.2941 0.00 -0.03 0.00
H -1.7003 7.7457 -0.6081 -0.01 -0.01 0.00
H -1.7685 6.8815 -2.9061 0.00 0.01 0.01
H -1.2148 4.4889 -3.3797 0.00 0.00 0.00
Te 1.0442 0.2598 -2.1434 0.10 -0.19 0.00
C 2.7823 -0.7926 -2.8401 0.20 0.29 0.16
C 3.6577 -0.0739 -3.6631 0.02 0.10 -0.01
C 4.8524 -0.6111 -4.1151 0.01 -0.12 0.01
C 5.2116 -1.9058 -3.7588 0.03 0.03 -0.03
C 4.3457 -2.6479 -2.9706 0.05 -0.08 -0.01
C 3.1465 -2.1025 -2.5299 -0.14 -0.01 -0.01
H 3.3920 0.9385 -3.9447 0.02 0.01 0.06
H 5.5140 -0.0141 -4.7327 -0.02 0.00 -0.03
H 6.1491 -2.3296 -4.0991 0.00 -0.01 0.02
H 4.6072 -3.6619 -2.6874 -0.02 -0.01 -0.03
H 2.4789 -2.7194 -1.9429 0.05 -0.02 -0.08

| no. | total energy (Ha) |
| --- | --- |
| 1 | -1007.41357 |
| 2 | -458.81206 |
| 3 | -310.87098 |
| 4 | -2149.44442 |
| 5 | -706.71858 |
| 6 | -1974.15188 |